No. 1
Computed, not measured: a structure of composition C28H47BKN6O3 in a non-equilibrium geometry, with ωB97M-V/def2-TZVPD.

```
86
Properties=species:S:1:pos:R:3:forces:R:3:mulliken_charge:R:1
K 5.0161 5.3602 15.8602 0.513 -0.208 -0.431 1.23
C 10.0653 4.8285 16.0067 1.604 -0.928 0.692 -1.29
C 9.0885 5.8036 15.4911 -2.069 1.485 -1.144 0.14
C 9.0904 7.2186 15.6046 -0.899 -1.917 -0.770 -0.76
C 7.9950 7.7009 14.7986 1.483 -2.268 1.358 -0.51
N 7.2994 6.6427 14.3727 0.444 -0.317 -0.811 -0.76
N 7.9829 5.4703 14.7084 -0.092 0.901 1.076 1.44
B 7.4133 3.9711 14.3205 0.670 0.832 -1.164 -2.13
N 6.9981 3.1371 15.6074 -0.533 -0.465 1.401 1.71
N 7.0376 3.7062 16.8942 0.209 -0.839 -0.418 -0.59
C 6.9658 2.7260 17.8108 0.390 -1.040 -3.415 -0.42
C 6.8589 1.4404 17.1011 -0.239 0.865 1.154 -1.14
C 6.8041 1.7745 15.7570 1.122 -0.153 -0.073 0.40
C 6.7833 0.7681 14.6246 0.520 1.011 -1.065 -1.09
C 7.0868 3.0240 19.2613 -1.233 -0.984 0.636 2.29
C 6.9199 4.5189 19.4437 1.272 -0.012 0.505 -1.53
C 8.3689 2.4129 19.8631 -0.439 0.245 0.608 -1.70
C 5.8799 2.3539 19.9742 -1.245 -0.035 -0.746 -1.55
N 6.2398 4.1384 13.2080 -1.204 -1.751 1.643 1.47
N 5.0195 3.4197 13.4391 0.791 0.697 -1.009 -0.67
C 4.3356 3.4319 12.2700 2.762 0.236 1.858 -0.32
C 5.1306 4.1142 11.3172 -1.381 0.476 -1.626 -0.43
C 6.3006 4.5252 11.9185 -0.880 0.536 0.406 -0.24
C 7.3755 5.4078 11.3875 2.652 -1.550 0.450 -1.01
C 2.9765 2.8120 12.0809 0.098 2.005 0.823 2.33
C 3.0627 1.8763 10.9052 -0.111 -1.004 0.042 -1.54
C 2.4481 2.1948 13.3855 0.755 -0.417 -1.124 -1.59
C 2.1312 4.0674 11.7015 -2.077 -1.502 1.514 -1.44
C 7.8383 9.1716 14.4389 0.331 -1.751 0.424 2.32
C 7.5421 9.9221 15.7030 0.630 2.494 0.041 -1.56
C 6.6606 9.2676 13.5075 -1.010 -1.303 -0.727 -1.23
C 9.2233 9.6408 13.9771 -0.210 -0.579 -1.465 -1.68
H 10.6300 5.3376 16.8242 -0.329 -0.397 -0.475 0.36
H 10.8615 4.5430 15.2444 -1.101 0.309 0.689 0.22
H 9.6580 3.8763 16.4472 0.061 1.010 -0.612 0.10
H 9.6605 7.7715 16.3122 0.708 0.339 0.060 0.46
H 8.3739 3.4350 13.7003 -0.656 0.086 0.733 0.01
H 6.8351 0.4115 17.5580 -0.120 1.354 -0.728 0.22
H 6.5797 -0.2579 15.0346 0.267 1.034 -0.696 0.31
H 7.7585 0.8574 14.0358 -0.878 -0.553 1.043 0.23
H 6.0730 1.1075 13.8273 0.027 -0.576 0.909 0.12
H 7.6918 5.0378 18.8525 -0.238 0.066 0.429 0.23
H 7.0254 4.7329 20.5336 -0.335 0.264 -0.804 0.45
H 5.9582 4.7694 19.0065 -0.155 0.395 0.416 0.22
H 9.2087 3.0229 19.6169 0.837 0.298 -0.582 0.42
H 8.5744 1.3579 19.6171 -0.314 0.479 -0.174 0.30
H 8.3150 2.4911 20.9544 -0.163 -0.150 0.032 0.43
H 4.8776 2.7219 19.5774 1.297 -0.413 0.216 0.26
H 5.8312 2.5223 21.0462 0.387 0.218 0.229 0.45
H 5.9159 1.2711 19.8248 -0.089 0.025 -0.024 0.34
H 4.7063 4.4572 10.3374 0.972 -0.474 0.853 0.36
H 7.2661 6.4782 11.6060 -0.247 -0.383 -0.289 -0.09
H 7.5836 5.1393 10.3190 -0.402 0.710 0.778 0.37
H 8.3524 5.0817 11.9453 -1.546 0.730 -0.930 0.23
H 3.6816 0.9822 11.1275 0.065 0.624 -0.077 0.32
H 3.5194 2.4631 10.0951 -0.415 -0.662 -0.171 0.32
H 2.0732 1.4392 10.6787 0.225 0.540 -0.327 0.43
H 3.1556 1.4103 13.6414 -0.035 -0.225 0.387 0.31
H 1.4744 1.7434 13.2223 -0.267 0.016 0.009 0.41
H 2.4211 2.9218 14.1771 -0.066 0.315 0.313 0.20
H 2.6414 4.6799 11.0137 0.410 0.761 -0.879 0.37
H 1.8471 4.6517 12.6199 0.526 -0.438 -0.833 0.17
H 1.1869 3.6709 11.2661 0.310 0.524 0.023 0.43
H 6.5600 9.6843 16.0880 -0.047 -0.194 0.455 0.33
H 7.5048 11.0104 15.3537 -0.048 -1.008 0.828 0.40
H 8.3823 9.8566 16.4521 -1.114 -0.139 -0.581 0.31
H 6.3255 10.2785 13.2872 0.014 0.131 0.091 0.38
H 5.8486 8.6678 14.0103 0.438 0.939 -0.509 0.18
H 6.7873 8.7046 12.5503 0.253 0.571 0.624 0.14
H 9.9320 9.5146 14.7687 0.344 0.018 0.595 0.43
H 9.1973 10.6876 13.7074 0.013 0.373 -0.245 0.45
H 9.6354 9.0327 13.1371 -0.513 0.492 0.368 0.28
C 1.8158 8.5643 16.6842 -0.670 0.136 -0.315 -1.51
C 1.1297 7.1635 16.4638 2.014 0.993 -0.126 1.52
C 0.3259 7.2123 15.1742 -0.135 -0.109 -0.537 -1.38
O 0.4671 6.7152 17.6359 -0.320 0.039 -0.376 -0.66
C 2.3588 6.2579 16.2488 1.641 -3.245 -0.866 0.49
O 2.6181 5.7375 15.0910 -0.930 1.768 1.957 -0.83
O 3.0694 5.9396 17.2882 -1.801 1.206 -0.867 -0.92
H 1.0723 9.3751 16.7117 0.042 -0.246 0.213 0.37
H 2.4565 8.7917 15.8270 -0.007 -0.143 -0.044 0.31
H 2.4522 8.6035 17.5671 -0.227 -0.233 0.132 0.31
H -0.6224 7.7504 15.2354 0.109 0.208 0.344 0.42
H 0.0908 6.2083 14.8113 0.122 0.039 0.127 0.28
H 0.9555 7.6927 14.3841 -0.523 -0.417 0.692 0.22
H 1.1372 6.1866 18.1058 -0.014 0.239 -0.123 0.36
```
Positions in Å, forces in eV/Å.

Properties
Highest occupied orbital energy, eV: -5.63
LUMO level, eV: 2.46
Total charge: -1
Frontier orbital gap, eV: 8.0882


No. 2
Computed, not measured: a structure of composition C28H47BN8O3SSiV, with ωB97M-V/def2-TZVPD.

```
90
Properties=species:S:1:pos:R:3:forces:R:3:mulliken_charge:R:1
V -1.1459 -0.3101 0.8314 -0.206 -0.867 0.049 -0.44
C -3.6916 0.0555 3.5726 0.041 -0.075 0.089 -1.44
C -3.8866 0.6240 2.2138 -0.115 0.017 0.094 0.53
C -4.9386 1.4079 1.7202 0.071 0.011 -0.117 -1.63
C -4.6045 1.6808 0.4110 -0.020 0.013 -0.017 0.06
N -3.4197 1.1049 0.1471 -0.168 0.151 -0.055 0.56
N -2.9956 0.4489 1.2493 0.151 -0.119 0.085 -0.48
B -2.5720 0.9006 -1.1199 -0.042 0.065 -0.105 1.49
N -2.6235 -0.6317 -1.4503 -0.107 0.145 -0.268 0.57
C -3.3631 -1.3658 -2.2979 0.010 -0.031 0.051 0.10
C -3.3455 -2.6802 -1.8780 0.115 0.150 0.071 -1.86
C -2.5651 -2.6891 -0.7156 -0.065 -0.198 -0.038 0.36
C -2.2406 -3.8112 0.2082 0.050 -0.047 0.079 -1.23
N -2.1355 -1.4564 -0.4785 -0.055 0.088 -0.348 0.63
N -1.0464 1.1668 -0.6863 -0.207 -0.408 0.484 1.03
C -0.1431 1.5246 -1.6975 0.435 0.068 -0.361 -1.25
C 0.9361 2.2759 -1.4803 -0.172 -0.176 -0.152 -1.83
C 1.2930 2.8495 -0.1325 0.011 0.015 0.082 2.28
C 1.9270 4.2295 -0.3180 -0.060 -0.043 0.035 -1.97
N -0.7382 1.7224 0.5824 -0.152 0.173 0.670 0.03
N -2.9966 1.7570 -2.2634 -0.179 0.294 -0.072 1.05
C -3.2187 3.0985 -2.2495 0.031 0.033 -0.033 -0.36
C -3.3557 3.5193 -3.5448 0.040 -0.066 0.175 -1.34
C -3.1826 2.3508 -4.3194 -0.006 0.005 0.125 0.67
C -3.2115 2.2134 -5.8010 0.006 -0.026 -0.066 -1.30
N -2.9609 1.3080 -3.5420 0.057 -0.321 -0.167 -1.07
H -4.6292 -0.3427 3.9552 -0.007 -0.015 0.025 0.45
H -3.3480 0.8258 4.2638 0.005 -0.004 0.013 0.26
H -2.9500 -0.7440 3.5590 -0.032 0.032 0.015 0.22
H -5.8201 1.7211 2.2481 -0.048 0.016 0.024 0.49
H -5.1322 2.2274 -0.3499 -0.038 0.039 -0.054 0.65
H -3.8261 -0.8956 -3.1440 -0.052 0.045 -0.084 0.64
H -3.8265 -3.5185 -2.3439 -0.041 -0.084 -0.048 0.50
H -1.8368 -4.6631 -0.3381 -0.036 0.002 0.028 0.46
H -3.1430 -4.1470 0.7207 0.015 0.013 0.016 0.39
H -1.5058 -3.5010 0.9556 -0.044 -0.041 -0.061 0.06
H -0.4385 1.1785 -2.6786 0.065 0.002 -0.066 0.84
H 1.5596 2.5229 -2.3282 0.029 0.011 -0.068 0.36
H 2.7985 4.1846 -0.9662 0.043 -0.018 -0.036 0.44
H 2.2283 4.6696 0.6312 0.016 0.031 0.057 0.33
H 1.2076 4.9019 -0.7848 -0.027 0.027 -0.016 0.50
H -3.2519 3.6495 -1.3260 -0.030 0.064 0.098 0.55
H -3.5531 4.5159 -3.8927 -0.020 0.092 -0.015 0.46
H -4.0408 2.7743 -6.2271 -0.038 0.015 -0.027 0.36
H -3.3153 1.1675 -6.0795 0.007 -0.024 -0.014 0.35
H -2.2915 2.5958 -6.2429 0.023 0.020 -0.027 0.25
C -0.0590 3.0200 0.5934 0.115 0.242 -0.140 -1.73
C 2.2757 1.8711 0.6403 0.077 0.086 -0.071 1.39
C 2.3927 2.1957 2.1242 -0.030 0.037 -0.035 -1.71
C 3.6573 1.8443 -0.0061 -0.123 0.004 0.034 -2.03
O 1.7344 0.5378 0.4892 0.002 -0.107 0.063 1.40
Si 1.6584 -0.8864 1.3115 0.066 0.171 0.324 -0.70
S 0.0135 -0.8203 2.6892 0.254 0.196 0.381 -0.87
O 3.0891 -1.2282 1.9472 -0.080 0.155 -0.061 0.01
C 3.5350 -2.1552 2.9736 0.124 -0.051 0.009 1.51
C 3.4070 -1.4583 4.3199 0.038 -0.058 -0.074 -1.58
C 2.6963 -3.4235 2.9216 0.039 0.033 -0.016 -1.27
C 4.9901 -2.4452 2.6373 -0.090 -0.003 0.093 -1.60
O 0.9905 -1.8841 0.2043 -0.246 0.028 -0.226 0.29
C 1.5493 -2.3800 -1.0570 0.025 -0.194 -0.030 1.77
C 0.9870 -1.5518 -2.1960 -0.037 -0.124 0.027 -1.34
C 1.0982 -3.8273 -1.1588 0.010 0.067 -0.044 -1.53
C 3.0672 -2.2839 -1.0247 -0.031 -0.091 -0.022 -1.42
H -0.6820 3.7577 0.0828 0.074 -0.039 0.023 0.58
H 0.0471 3.3135 1.6376 -0.012 0.022 -0.056 0.36
H 0.0478 1.1611 0.9660 0.399 0.378 -0.278 -0.37
H 2.6848 3.2333 2.2776 0.012 0.031 0.011 0.39
H 3.1576 1.5618 2.5703 0.043 -0.041 0.027 0.33
H 1.4608 2.0144 2.6616 -0.018 -0.002 0.009 0.38
H 4.1870 2.7826 0.1438 0.013 0.040 0.018 0.40
H 3.5845 1.6451 -1.0748 -0.011 -0.002 -0.036 0.42
H 4.2414 1.0479 0.4549 0.001 -0.026 0.015 0.35
H 2.3675 -1.2241 4.5424 -0.078 0.012 -0.001 0.25
H 3.9843 -0.5355 4.3244 0.036 0.057 -0.011 0.32
H 3.7889 -2.1024 5.1103 0.016 -0.039 0.042 0.51
H 1.6522 -3.2121 3.1504 -0.068 -0.002 0.008 0.22
H 3.0605 -4.1423 3.6534 0.031 -0.028 0.040 0.59
H 2.7555 -3.8845 1.9353 0.007 -0.021 -0.044 0.20
H 5.5739 -1.5267 2.6522 0.016 0.055 -0.004 0.32
H 5.0733 -2.8932 1.6491 -0.003 -0.035 -0.060 0.34
H 5.4130 -3.1348 3.3653 0.031 -0.042 0.048 0.44
H -0.1041 -1.5696 -2.1878 -0.012 0.004 0.000 0.08
H 1.3255 -1.9575 -3.1497 0.009 -0.016 -0.009 0.71
H 1.3312 -0.5278 -2.1151 0.044 0.188 -0.002 0.00
H 0.0121 -3.8797 -1.2126 0.019 0.004 -0.010 0.21
H 1.4379 -4.3989 -0.2963 0.011 -0.026 0.049 0.24
H 1.5061 -4.2827 -2.0601 0.026 -0.022 -0.038 0.43
H 3.3916 -1.2518 -0.9008 0.049 0.095 0.013 0.16
H 3.4741 -2.6521 -1.9662 -0.007 -0.008 -0.024 0.60
H 3.4844 -2.8833 -0.2162 0.002 -0.002 0.009 0.24
```
Positions in Å, forces in eV/Å.

Properties
Highest occupied orbital energy (alpha / beta), eV: -11.31 / -11.39
LUMO level (alpha / beta), eV: -3.54 / -2.62
Total charge: +1
<S²>: 2.0213
2S+1: 3
Frontier orbital gap (alpha / beta), eV: 7.7752 / 8.7732


In the order shown, the computed ΔE to the lowest compared entry with this formula, charge and spin values come out to 117.6; 263.2 kJ/mol.